Molecular formula: C9H17N5
Method: DFT, ωB97M-V/def2-TZVPD

Its spin multiplicity is 1. Its total charge is +2. The molar mass is 195.270 g/mol. The calculation puts the HOMO-LUMO gap at 8.81 eV.

Positions of all 31 atoms, in Å:
C -2.92 1.34 -0.20
C -0.92 0.65 0.21
C -1.70 -0.41 0.01
C -0.17 -2.05 0.57
C 0.89 0.18 0.80
C -1.44 3.11 0.49
C -2.13 -2.69 -0.58
C 3.37 0.14 0.32
C 1.78 -0.03 -1.40
N -2.95 0.02 -0.25
N -1.68 1.74 0.11
N 0.72 -1.17 1.03
N -1.31 -1.67 0.06
N 2.02 0.57 -0.16
H -3.75 1.98 -0.31
H 0.02 -3.15 0.75
H 1.17 0.48 1.75
H -0.57 3.48 -0.01
H -2.16 3.77 0.05
H -1.43 3.32 1.52
H -1.68 -3.17 -1.58
H -3.03 -2.31 -0.87
H -2.13 -3.54 0.22
H 4.15 0.66 -0.31
H 3.42 0.34 1.45
H 3.62 -0.98 0.16
H 2.76 0.17 -2.07
H 1.82 -1.14 -1.28
H 0.82 0.30 -1.92
H 1.39 -1.61 1.68
H 2.04 1.63 -0.23